Entry 1:
The following is a DFT calculation (wB97M-V/def2-TZVPD) of the molecule C8H10N2O in a non-equilibrium geometry.

## Properties
**SMILES**: CN(C)c1ccc(N=O)cc1
**Energy**: -13481.64759 eV
**Energy above the lowest of the compared OMol25 structures with the same formula, charge and spin**: 452.0 kJ/mol
**M**: 150.18 g/mol
**Gap between HOMO and LUMO**: 8.0 eV

```
21
C8H10N2O (wB97M-V/def2-TZVPD)
C 3.07009 1.03077 0.59350
C 2.97828 -1.19988 -0.45550
C 0.90921 -0.03257 -0.07492
C 0.17772 -1.20993 0.23362
C -1.23534 -1.16538 0.19210
C -1.76253 0.13709 0.02123
C -1.10141 1.33198 -0.24325
C 0.31711 1.25388 -0.27673
H 3.34316 0.84729 1.64354
H 2.48030 1.94281 0.55525
H 4.08388 1.08014 0.07146
H 2.90646 -1.98007 0.36975
H 4.10473 -1.26011 -0.74412
H 2.40891 -1.59451 -1.27663
H 0.73863 -2.01349 0.76542
H -1.93558 -2.07821 0.43456
H -1.52332 2.25312 -0.41017
H 1.10363 2.06813 -0.27459
N 2.35174 0.03472 -0.17998
N -3.22482 0.45892 -0.10113
O -3.96476 -0.44955 0.11162
```

Entry 2:
The following is a DFT calculation (wB97M-V/def2-TZVPD) of a cluster of 9 separate species, C19H57ClN5O15 in total in a non-equilibrium geometry.

## Properties
**Energy**: -71301.00312 eV
**M**: 631.14 g/mol
**Charge**: -1
**Gap between HOMO and LUMO**: 8.0 eV

```
97
C19H57ClN5O15 (wB97M-V/def2-TZVPD)
Cl 2.42335 -1.22134 -1.90677
O 1.26726 -0.84036 -2.59913
O 2.50195 -2.68984 -1.73902
O 3.61755 -0.77397 -2.61944
O 2.50279 -0.62509 -0.61605
C -4.10484 -8.47765 1.85593
O -4.26027 -7.03036 1.69047
C -3.08890 -6.51310 0.96174
C -3.32330 -5.00863 0.78538
N -3.29275 -4.18960 1.96664
C -2.54670 -2.91274 1.87359
C -3.32151 -2.03921 0.81512
O -4.71846 -1.78103 1.17003
C -4.85040 -0.84648 2.21937
H -5.10269 -8.90179 1.96772
H -3.45563 -8.77788 2.67841
H -3.68160 -8.96112 0.97546
H -2.92047 -7.06551 0.03731
H -2.23146 -6.66346 1.61771
H -4.31135 -4.94527 0.32948
H -2.60104 -4.62936 0.06247
H -4.24265 -3.86798 2.08647
H -1.53019 -3.09197 1.52335
H -2.56764 -2.41162 2.84133
H -3.23928 -2.47573 -0.18026
H -2.78531 -1.10401 0.65390
H -5.92221 -0.94397 2.39203
H -4.59110 0.20202 2.07269
H -4.40530 -1.19991 3.14946
C 6.05855 6.91663 6.08047
O 5.19380 6.44579 5.01776
C 5.57846 6.61750 3.66903
C 4.74123 5.73110 2.66745
N 3.30077 6.08208 2.88061
C 2.37321 5.05171 2.40242
C 0.97104 5.66464 2.54264
O 0.66759 6.29757 3.78781
C -0.36109 7.25870 3.68210
H 5.73452 6.74712 7.10730
H 6.22644 7.97833 5.89965
H 7.04825 6.46418 6.01823
H 6.61350 6.35593 3.44907
H 5.43420 7.63759 3.31307
H 4.93492 4.66347 2.77115
H 5.00401 6.06880 1.66495
H 3.26469 6.33319 3.85823
H 2.44971 4.04188 2.80554
H 2.47118 5.04029 1.31689
H 0.24653 4.86435 2.39186
H 0.82036 6.48564 1.84167
H -1.30587 6.72461 3.58089
H -0.41890 8.05078 2.93554
H -0.19491 7.86101 4.57525
C -2.65565 -3.69629 -5.31583
O -4.04464 -3.54457 -5.06270
C -4.32086 -2.22121 -5.18356
C -5.68604 -1.95604 -4.84986
N -6.14308 -0.57653 -5.10934
C -5.25478 0.43536 -4.53063
C -5.81565 1.88333 -4.64442
O -6.98937 2.03389 -3.94100
C -6.88059 2.14354 -2.51603
H -1.97582 -3.27077 -4.57767
H -2.37570 -3.35919 -6.31387
H -2.42176 -4.75996 -5.36075
H -4.20480 -1.80547 -6.18445
H -3.66484 -1.61713 -4.55679
H -5.91336 -2.26731 -3.83028
H -6.26800 -2.69698 -5.39798
H -7.10091 -0.50086 -4.79799
H -4.32903 0.59090 -5.08460
H -4.92313 0.27984 -3.50403
H -5.90204 2.06700 -5.71536
H -5.20781 2.67017 -4.19775
H -6.50201 3.12921 -2.24544
H -6.25523 1.37316 -2.06486
H -7.85671 2.21356 -2.03606
C 8.23962 -0.01702 1.93483
O 7.36409 -0.00807 2.75383
N 9.51565 -0.05525 2.16784
N 7.85868 -0.18091 0.72466
H 9.93473 -0.03099 3.08647
H 10.06125 -0.29194 1.35150
H 8.51273 0.15688 0.03312
H 6.85432 -0.27312 0.67107
O 2.91325 -0.55880 4.48439
H 2.50893 0.12967 3.95643
H 3.83125 -0.56125 4.21328
O 6.48420 -5.62391 2.05850
H 5.91873 -5.10735 1.48436
H 6.27935 -5.31280 2.94025
O 0.58466 0.28355 -7.84438
H 1.31861 -0.26848 -8.11426
H 0.39938 0.01362 -6.94492
O 7.17054 -3.61830 -5.07279
H 6.80011 -3.04783 -4.39932
H 8.07171 -3.77126 -4.78863
```

Entry 3:
The following is a DFT calculation (wB97M-V/def2-TZVPD) of a structure of composition C37H44InN8OPS3.

## Properties
**Energy**: -100022.90627 eV
**Energy above the lowest of the compared OMol25 structures with the same formula, charge and spin**: 31.0 kJ/mol
**M**: 858.81 g/mol
**Gap between HOMO and LUMO**: 6.8 eV

```
95
C37H44InN8OPS3 (wB97M-V/def2-TZVPD)
In -1.85269 -0.43911 -1.48896
N -2.94419 2.55458 2.10348
C -2.07824 2.87130 3.13525
C -2.57089 3.60442 4.22716
C -1.76028 3.92858 5.29305
C -0.42289 3.54191 5.30637
C 0.06552 2.81873 4.23620
C -0.73565 2.45820 3.15191
P -0.06981 1.48474 1.74613
C 1.06085 2.70635 0.97795
C 0.68506 4.04604 0.89921
C 1.42693 4.94997 0.15485
C 2.56411 4.53507 -0.52368
C 2.95366 3.20564 -0.44931
C 2.20385 2.30156 0.28916
C 1.06426 0.31620 2.60035
C 0.52829 -0.94132 2.87900
C 1.28321 -1.91373 3.51725
C 2.59945 -1.65111 3.87032
C 3.14707 -0.40486 3.59747
C 2.38241 0.57176 2.97493
H -2.57045 2.41720 1.16783
H -3.81414 3.06126 2.10653
H -3.60781 3.92014 4.21948
H -2.17159 4.49466 6.11946
H 0.22096 3.80037 6.13573
H 1.10361 2.51019 4.24181
H -0.20227 4.38668 1.41924
H 1.11367 5.98500 0.10576
H 3.14627 5.24427 -1.09826
H 3.85046 2.87157 -0.95802
H 2.52609 1.26921 0.34296
H -0.49747 -1.15380 2.58967
H 0.84125 -2.87794 3.73965
H 3.19371 -2.40921 4.36501
H 4.16938 -0.18789 3.88069
H 2.82099 1.54129 2.77511
C -4.39972 1.82597 -4.31734
C -3.66078 1.51549 -3.03631
S -4.14071 0.00709 -2.22906
C -2.70143 2.33790 -2.55632
C -2.27364 3.59537 -3.26247
S -1.75697 2.00147 -1.08062
H -5.02750 0.98479 -4.60058
H -3.70918 2.02220 -5.14011
H -5.04150 2.70324 -4.20342
H -3.00717 3.92778 -3.99486
H -1.32055 3.44545 -3.78232
H -2.12033 4.40217 -2.54333
N -2.64376 -2.70176 0.72064
C -3.05996 -3.03967 1.94608
C -3.33302 -1.87055 2.62671
C -3.04385 -0.85665 1.70508
N -2.62724 -1.37475 0.55543
H -2.34940 -3.32205 -0.03390
H -3.13887 -4.07352 2.23811
H -3.69303 -1.76443 3.63396
H -3.12824 0.21440 1.81060
C -0.19946 -6.04305 0.84361
C 0.01431 -5.37704 -0.48314
C 1.13726 -5.61395 -1.26781
C 1.20978 -4.91603 -2.45989
N 0.27486 -4.06882 -2.87014
C -0.78187 -3.89640 -2.06452
S -2.10110 -2.85338 -2.55607
N -0.92160 -4.52061 -0.87750
H 0.36578 -6.97178 0.91380
H -1.25803 -6.24862 0.98902
H 0.11877 -5.39339 1.66540
H 1.90418 -6.31535 -0.96967
H 2.05884 -5.04737 -3.12478
C 2.96663 -3.16463 0.30791
N 2.10265 -2.17162 -0.29699
C 2.67585 -1.21473 -1.23163
C 0.81863 -2.08693 0.03609
O 0.06695 -1.20370 -0.36327
H 3.45024 -3.77042 -0.46052
H 2.37449 -3.81949 0.94500
H 3.72902 -2.68067 0.92225
H 3.74561 -1.13953 -1.04510
H 2.20305 -0.24279 -1.08950
H 2.50543 -1.52990 -2.26421
H 0.47126 -2.87093 0.72129
C 2.62971 1.83469 -4.25372
N 1.59064 0.85873 -3.99202
C 1.43732 -0.37155 -4.59130
C 0.35190 -0.94679 -4.01103
N -0.16723 -0.08278 -3.07298
C 0.60780 0.98656 -3.08857
H 3.11098 1.58983 -5.19730
H 3.37458 1.82855 -3.45809
H 2.19454 2.82937 -4.32632
H 2.09802 -0.70996 -5.37009
H -0.09839 -1.90833 -4.20225
H 0.46273 1.85492 -2.46266
```

Entry 4:
The following is a DFT calculation (wB97M-V/def2-TZVPD) of a structure of composition C29H44BF2MnN2O3Se.

## Properties
**Energy**: -142695.96411 eV
**Energy above the lowest of the compared OMol25 structures with the same formula, charge and spin**: 7.8 kJ/mol
**Multiplicity**: 6
**M**: 651.39 g/mol
**Charge**: -1
**Gap between HOMO and LUMO (alpha / beta)**: 6.5 / 7.0 eV

```
83
C29H44BF2MnN2O3Se (wB97M-V/def2-TZVPD)
Mn 0.20896 -0.27362 -0.12540
C -1.89337 6.06520 4.27227
C -2.61336 5.26451 3.18659
C -3.72568 4.44378 3.85507
C -3.24475 6.25747 2.20123
C -1.67036 4.32276 2.43930
C -2.16192 3.52185 1.42127
C -1.34950 2.62680 0.74914
Se -2.15476 1.46796 -0.55402
C -3.12197 0.38959 0.70083
C -4.44998 0.70075 0.94977
C -5.18760 -0.00991 1.88115
C -4.53735 -1.07846 2.50277
C -3.22100 -1.44560 2.27302
C -2.43402 -0.63974 1.39304
O -1.16143 -0.82644 1.24421
C -2.68623 -2.67044 3.03435
C -2.58902 -2.32075 4.52707
C -3.65857 -3.85000 2.85724
C -1.31198 -3.18034 2.58200
C -6.63148 0.32367 2.24636
C -6.72185 0.64449 3.74502
C -7.15301 1.53463 1.47207
C -7.54205 -0.87205 1.93269
C 0.02050 2.49422 1.04604
O 0.77540 1.63289 0.39436
C 0.54244 3.31836 2.08146
C -0.31515 4.19517 2.73646
C 2.01603 3.22325 2.48548
C 2.90878 3.61900 1.30190
C 2.36680 4.15747 3.64782
C 2.35589 1.79270 2.93215
H -2.60534 6.72172 4.77809
H -1.10116 6.68869 3.85256
H -1.44909 5.41068 5.02459
H -4.42567 5.09933 4.38157
H -3.30298 3.73890 4.57340
H -4.28808 3.86506 3.12099
H -3.93050 6.93219 2.72176
H -3.80618 5.73906 1.42326
H -2.47397 6.85615 1.71190
H -3.21084 3.56179 1.14786
H -4.88965 1.52326 0.40059
H -5.10450 -1.66030 3.22105
H -3.55979 -2.03114 4.93496
H -1.89925 -1.48802 4.67664
H -2.22017 -3.17946 5.09620
H -4.65759 -3.63927 3.23974
H -3.27796 -4.72377 3.39290
H -3.75040 -4.11100 1.80137
H -0.52536 -2.45457 2.76314
H -1.29447 -3.41596 1.51806
H -1.08911 -4.09494 3.14104
H -6.08581 1.49651 3.99332
H -6.39610 -0.20094 4.35263
H -7.75117 0.88654 4.02650
H -6.55171 2.42462 1.66852
H -8.18076 1.75068 1.77396
H -7.15030 1.35394 0.39552
H -7.24478 -1.75609 2.49870
H -7.49115 -1.12458 0.87201
H -8.58163 -0.64261 2.18532
H 0.09120 4.80536 3.52856
H 2.70510 4.64868 0.99672
H 2.72407 2.96012 0.45943
H 3.96370 3.54681 1.58319
H 2.19603 5.20718 3.39822
H 3.42648 4.04067 3.88586
H 1.79599 3.92017 4.54804
H 2.18347 1.07910 2.13023
H 1.74460 1.50711 3.79120
H 3.40784 1.73808 3.22846
N 2.78414 1.48816 -1.59370
C 3.33936 0.42286 -0.93928
N 4.70597 0.27744 -1.07629
O 2.68061 -0.36302 -0.27477
H 3.39359 2.27089 -1.76928
H 1.88815 1.74357 -1.17369
H 5.12761 0.63004 -1.91911
H 5.03011 -0.62945 -0.78195
F 0.91828 -2.91658 -0.72938
B 0.31727 -2.02021 -1.58156
F 0.04957 -2.61510 -2.76845
```